Version A
Here is a molecular structure, C30H37N7S2Ti from the OMol25 dataset. Energies are from ωB97M-V/def2-TZVPD.

Geometry as ORCA input:
```
! wB97M-V def2-TZVPD RIJCOSX def2/J DEFGRID3
* xyz 0 3
S -0.919 0.603 -2.458
H -2.138 -0.754 1.937
H 5.518 -1.887 0.823
H 1.315 0.217 6.012
N 2.382 -1.111 1.319
N 0.669 -2.199 -2.593
S 2.230 1.209 -1.684
C 0.319 0.173 4.099
C -1.064 -3.301 -1.221
H -3.451 -6.616 -1.375
C 4.465 -1.671 0.768
C -0.970 -0.028 3.620
N 2.371 -1.422 -0.025
C -1.142 -2.874 -3.672
H 0.903 4.313 2.665
H 2.180 3.635 -3.953
H -0.375 0.727 6.063
H 0.865 1.805 5.417
C 2.358 2.562 -4.092
H -1.447 4.333 3.058
H 0.214 1.881 -5.654
C -1.141 -0.574 2.325
H -1.748 -4.974 -2.350
H -0.580 5.861 1.507
H 0.871 1.692 1.256
H 3.880 -2.045 -1.343
C 0.859 -2.011 -3.895
H -2.235 2.467 -0.372
N -0.263 2.962 0.057
C 3.649 -1.245 1.816
H -1.220 -3.075 2.130
N -1.104 3.941 2.186
C -1.998 2.794 1.788
H -0.402 -2.392 -5.687
H 0.272 2.744 3.239
C -0.079 -0.941 1.527
C -1.503 2.290 0.414
H -2.174 5.278 0.988
H -3.504 -6.816 0.374
C -0.253 -2.433 -4.623
C -1.998 -4.681 0.973
H -0.618 3.111 -4.713
C -2.849 -6.585 -0.466
C 3.644 -1.768 -0.329
H 0.455 4.855 -0.375
N -0.578 -2.730 -2.460
H -2.111 -7.388 -0.534
C -2.193 -5.243 -0.285
C -1.365 -3.468 1.134
Ti 0.808 -0.666 -1.208
H 2.196 2.346 -5.150
H -1.890 2.039 2.566
C 1.462 1.737 -3.201
C 0.304 3.441 2.401
C -1.129 5.001 1.123
C 0.540 0.761 5.471
H -1.829 0.169 4.252
H 1.698 3.153 0.737
N -0.298 -1.469 0.228
H -1.386 1.548 -4.991
C -0.433 2.034 -4.788
C 1.249 -0.736 2.011
C -1.688 -4.536 -1.361
H 3.406 2.375 -3.866
H 1.769 -1.540 -4.231
H -2.141 -3.261 -3.769
C -0.900 -2.695 0.052
H -1.160 4.512 -1.002
H -3.018 3.178 1.776
H 3.866 -1.086 2.854
H -1.331 1.216 0.465
C 0.178 1.489 -3.519
C 0.744 2.760 1.085
H 2.405 0.008 3.704
C -0.497 4.374 -0.148
H -2.340 -5.212 1.855
C 1.412 -0.157 3.312
*
```

Its HOMO-LUMO gap (spin up / spin down) is 3.158 / 5.712 eV. The HOMO energy (spin up / spin down) comes out at -0.1282 / -0.2242 Eh. The expectation value of S² is 2.029.



Version B
Here is a molecular structure, C30H37N7S2Ti from the OMol25 dataset. Energies are from ωB97M-V/def2-TZVPD.

Geometry as ORCA input:
```
! wB97M-V def2-TZVPD RIJCOSX def2/J DEFGRID3
* xyz 0 3
C -1.445 -0.096 2.061
C -1.981 -2.931 -0.192
H 5.099 1.413 -1.513
C 2.452 -2.423 1.658
C 1.735 -1.788 2.632
C -2.343 -6.465 1.216
C 2.985 0.989 -1.043
C 2.300 -0.136 -3.012
H -2.292 -6.805 2.251
H 3.360 0.013 -0.737
N 0.848 -1.172 0.742
H 3.273 -3.105 1.776
C -2.245 -4.159 2.275
C -1.266 -1.307 -3.202
H -0.168 2.944 5.572
C 0.082 0.345 3.890
H -3.290 -6.816 0.800
S -1.618 1.835 -1.906
N -1.935 -2.412 -1.510
H -0.144 4.748 1.726
C -0.220 -0.274 2.693
C -0.817 1.194 4.504
C -2.631 -2.902 -2.566
C -0.629 4.900 0.763
H -3.364 3.972 -1.958
C 4.104 1.809 -1.713
C -2.489 4.435 -1.505
C -2.350 0.794 2.675
H -2.142 -2.204 3.099
H -1.322 1.952 6.458
H -1.541 -6.955 0.660
C 2.637 2.580 -3.502
H -3.291 0.964 2.171
N 3.856 1.759 -3.192
H 2.000 -2.266 -0.551
N 0.796 -1.078 2.039
H -1.620 5.325 0.937
H 1.066 0.211 4.329
H 4.657 2.145 -3.685
C -0.693 3.586 0.016
H 4.068 2.857 -1.419
Ti -0.462 0.215 -0.377
S 0.483 2.370 0.545
C -0.469 1.915 5.781
H 1.790 -1.850 3.705
H -2.601 -2.312 -4.680
H 2.412 -1.134 -2.591
C -1.538 3.366 -1.010
C 1.503 2.086 -2.582
H 4.496 -0.237 -3.285
H 0.567 1.972 -3.128
N -1.801 -0.749 0.895
H 0.355 1.422 6.298
H -2.033 -4.902 -0.983
H -2.819 5.099 -0.704
C 1.812 -1.988 0.472
N 1.875 0.796 -1.979
C -2.038 1.417 3.856
H 3.624 0.331 -4.722
C -2.083 -4.313 -0.073
H -2.752 2.101 4.303
H -2.362 -4.617 3.253
H -2.009 5.056 -2.270
C -2.117 -2.787 2.188
C 3.641 0.342 -3.633
H -3.373 -3.671 -2.440
C -1.962 -2.095 0.959
N -1.094 -1.438 -1.891
H 2.608 1.523 -0.167
H -0.047 5.649 0.213
C -2.227 -2.207 -3.676
H 2.891 3.626 -3.331
H 1.528 -0.188 -3.779
H 1.291 2.772 -1.760
H 2.414 2.438 -4.559
H -0.758 -0.515 -3.726
C -2.222 -4.964 1.142
*
```

Its HOMO-LUMO gap (spin up / spin down) is 3.714 / 4.612 eV. The HOMO energy (spin up / spin down) comes out at -0.1632 / -0.1968 Eh. The expectation value of S² is 2.008.



On energetic grounds, version B is preferred over the next structure by 12.8 kcal/mol.



Version A
Here is 3 unconnected molecules or ions with the total composition C3H11NO3 from the OMol25 dataset. Energies are from ωB97M-V/def2-TZVPD.

Geometry as ORCA input:
```
! wB97M-V def2-TZVPD RIJCOSX def2/J DEFGRID3
* xyz 0 1
C -1.964 -1.009 -0.210
H -2.232 -0.863 -1.250
H 1.982 -1.938 -1.296
O 2.374 0.992 0.388
H -2.911 -0.785 0.295
H -0.406 -0.836 1.858
O 0.008 1.141 1.776
C -0.386 0.098 1.283
H 1.480 1.254 0.641
C -0.877 1.161 -0.817
H -1.466 1.926 -0.311
H -1.628 -2.010 0.038
H 2.895 1.519 1.005
N -0.902 -0.041 0.041
H -1.277 0.907 -1.787
O 2.632 -1.985 -0.587
H 2.550 -1.096 -0.209
H 0.128 1.566 -0.857
*
```

Its structure (SMILES) is CN(C)C=O.O.O. Its HOMO-LUMO gap is 10.521 eV. The HOMO energy comes out at -0.3647 Eh.



Version B
Here is 2 unconnected molecules or ions with the total composition C3H11NO3 from the OMol25 dataset. Energies are from ωB97M-V/def2-TZVPD.

Geometry as ORCA input:
```
! wB97M-V def2-TZVPD RIJCOSX def2/J DEFGRID3
* xyz 0 1
H -0.978 1.358 2.007
C -0.894 -0.327 -0.957
H -0.892 -1.282 -0.420
O -0.109 -0.368 -2.140
O -2.193 -0.144 1.545
H 1.085 1.605 -0.922
C -0.517 0.824 0.008
C -0.864 0.442 1.420
H 1.443 0.288 -0.108
N 0.915 1.158 -0.035
H -1.929 -0.204 -1.282
H -2.175 -1.116 1.469
H 0.731 -0.806 -1.934
H -0.300 -0.199 2.104
H -1.049 1.743 -0.226
O 2.974 -0.999 0.056
H 3.369 -0.738 0.889
H 2.335 -1.691 0.341
*
```

Its structure (SMILES) is NC(CO)CO.O. Its HOMO-LUMO gap is 9.740 eV. The HOMO energy comes out at -0.3469 Eh.



Version C
Here is 2 unconnected molecules or ions with the total composition C3H11NO3 from the OMol25 dataset. Energies are from ωB97M-V/def2-TZVPD.

Geometry as ORCA input:
```
! wB97M-V def2-TZVPD RIJCOSX def2/J DEFGRID3
* xyz 0 1
H -0.517 0.797 1.207
O 0.570 1.088 2.901
H 1.975 -0.687 1.721
H 0.431 -2.285 0.289
H 0.794 0.285 3.386
O -2.292 0.616 -2.517
H -2.679 0.769 -1.645
H 1.099 1.494 1.012
C 0.883 -1.327 0.092
N 1.042 -0.588 1.359
H -1.034 -0.637 -0.347
H -0.320 1.050 -1.673
C -0.081 -0.700 -0.868
H -0.079 -1.318 -1.776
C 0.509 0.724 1.525
O 0.418 0.571 -1.281
H 1.848 -1.266 -0.394
H -2.567 1.412 -2.990
*
```

Its structure (SMILES) is OCCNCO.O. Its HOMO-LUMO gap is 9.025 eV. The HOMO energy comes out at -0.3171 Eh.



On energetic grounds, version A is preferred over the next structure by 22.5 kcal/mol.



Version A
Here is 3 unconnected molecules or ions with the total composition C3H11NO3 from the OMol25 dataset. Energies are from ωB97M-V/def2-TZVPD.

Geometry as ORCA input:
```
! wB97M-V def2-TZVPD RIJCOSX def2/J DEFGRID3
* xyz 0 1
C 0.476 -0.694 -0.160
H 4.182 1.268 1.686
H 3.622 0.042 2.292
O 3.553 0.982 2.359
C -1.194 -1.976 1.236
H -0.908 -3.001 1.025
H -2.072 4.545 -1.819
O 1.481 -0.042 -0.215
H 0.608 -0.962 1.768
H -1.314 -1.000 -1.279
H -0.180 -2.413 -1.439
H -1.948 4.826 -3.285
C -0.284 -1.341 -1.374
O -2.449 5.106 -2.512
H -2.038 -1.705 0.599
H -1.599 -1.858 2.232
H 0.199 -0.805 -2.198
N -0.135 -0.972 1.085
*
```

Its structure (SMILES) is CNC(C)=O.O.O. Its HOMO-LUMO gap is 10.327 eV. The HOMO energy comes out at -0.3575 Eh.



Version B
Here is 4 unconnected molecules or ions with the total composition C3H11NO3 from the OMol25 dataset. Energies are from ωB97M-V/def2-TZVPD.

Geometry as ORCA input:
```
! wB97M-V def2-TZVPD RIJCOSX def2/J DEFGRID3
* xyz 0 1
H -0.301 3.616 -2.951
O 1.464 -3.238 0.787
N -0.486 0.790 1.859
C 0.475 0.129 2.329
H 0.900 -3.983 0.556
H 1.061 -2.460 0.386
H -1.882 -0.784 1.485
H -0.197 2.739 -1.655
H -2.837 0.410 -0.491
H -1.577 1.745 -0.235
H 1.146 0.527 3.085
H 2.037 -0.422 -1.492
H 1.397 -1.097 -2.674
C -1.482 0.142 1.088
O 1.287 -0.982 -1.721
H 0.666 -0.923 2.084
C -1.941 0.757 0.006
O 0.272 3.032 -2.445
*
```

Its structure (SMILES) is C=CN=C.O.O.O. Its HOMO-LUMO gap is 9.806 eV. The HOMO energy comes out at -0.3344 Eh.



On energetic grounds, version A is preferred over the next structure by 37.7 kcal/mol.



Version A
Here is 4 unconnected molecules or ions with the total composition C4H14O4 from the OMol25 dataset. Energies are from ωB97M-V/def2-TZVPD.

Geometry as ORCA input:
```
! wB97M-V def2-TZVPD RIJCOSX def2/J DEFGRID3
* xyz 0 1
H -0.044 -0.218 0.227
H -1.197 1.952 2.824
C 0.709 -0.634 -0.457
H 1.719 -2.641 -0.719
C 1.867 0.377 -0.486
O -1.273 1.689 -0.974
H -1.324 2.859 1.574
H -1.047 2.068 -1.831
H -2.511 -0.597 -0.672
H 2.114 0.817 0.498
H 0.103 -2.571 -0.149
H -2.904 0.446 -1.655
O -2.863 -0.488 -1.546
H 1.492 1.216 -1.057
H -1.966 2.332 -0.713
O 0.728 -2.193 2.246
O -1.814 2.293 2.173
H 2.816 -0.054 -0.819
H 2.569 -1.902 1.659
C 1.064 -2.062 -0.042
C 1.549 -2.093 1.344
H 0.214 -0.596 -1.425
*
```

Its structure (SMILES) is CCCC=O.O.O.O. Its HOMO-LUMO gap is 9.833 eV. The HOMO energy comes out at -0.3567 Eh.



Version B
Here is 3 unconnected molecules or ions with the total composition C4H14O4 from the OMol25 dataset. Energies are from ωB97M-V/def2-TZVPD.

Geometry as ORCA input:
```
! wB97M-V def2-TZVPD RIJCOSX def2/J DEFGRID3
* xyz 0 1
H -0.249 2.709 2.059
H 0.943 2.068 1.333
C 0.807 -0.444 -1.115
C -0.790 -2.055 0.986
H -0.973 -1.415 -1.604
O -2.619 -0.555 0.429
H -0.885 -2.839 0.234
O 2.288 2.706 0.205
H 0.273 -2.025 1.245
H 0.729 0.515 -2.843
H 1.845 3.080 -0.569
O 0.322 1.929 2.078
H -0.787 0.035 1.092
H 1.161 0.382 -0.481
H -3.073 -1.405 0.411
O 1.249 -0.188 -2.445
H -1.330 -2.291 1.893
C -1.198 -0.697 0.398
H 2.770 1.930 -0.104
H -1.089 0.436 -1.369
C -0.716 -0.529 -1.034
H 1.321 -1.348 -0.798
*
```

Its structure (SMILES) is C[C@H](O)CCO.O.O. Its HOMO-LUMO gap is 10.363 eV. The HOMO energy comes out at -0.3679 Eh.



On energetic grounds, version B is preferred over the next structure by 12.0 kcal/mol.